A 7-piece molecular cluster, C32H72F18N4P3 overall at a distorted geometry. Source: OMol25; level of theory: wB97M-V/def2-TZVPD.

Results
- spin multiplicity = 1
- gap between HOMO and LUMO (eV) = 5.529
- charge = +1
- electronic energy (eV) = -117091.5998
- F_max (eV Å⁻¹) = 3.917
- HOMO level (eV) = -8.10

Atoms and positions in Å:
C  7.296  -6.454  -6.974
C  6.324  -6.874  -5.860
C  4.830  -6.949  -6.313
N  3.784  -7.403  -5.152
C  4.095  -6.860  -3.777
C  3.923  -8.899  -5.026
C  2.683  -9.458  -5.607
C  1.940  -8.317  -6.290
C  2.328  -7.071  -5.542
H  7.048  -7.082  -7.829
H  8.306  -6.643  -6.610
H  7.270  -5.401  -7.254
H  6.399  -6.225  -4.988
H  6.561  -7.858  -5.455
H  4.852  -7.776  -7.023
H  4.469  -6.083  -6.868
H  5.082  -7.092  -3.376
H  3.369  -7.286  -3.085
H  3.812  -5.819  -3.933
H  4.065  -9.204  -3.990
H  4.898  -9.298  -5.305
H  2.121  -9.910  -4.789
H  2.873  -10.301  -6.272
H  0.868  -8.417  -6.117
H  2.061  -8.111  -7.354
H  1.668  -6.850  -4.703
H  2.342  -6.385  -6.389
C  -3.342  12.280  0.574
C  -3.842  10.870  0.371
C  -3.048  9.803  1.118
N  -3.753  8.371  1.181
C  -3.794  7.746  -0.325
C  -5.238  8.371  1.737
C  -5.436  7.220  2.631
C  -4.072  7.113  3.319
C  -3.036  7.468  2.190
H  -2.284  12.315  0.314
H  -3.387  12.592  1.618
H  -3.786  13.089  -0.006
H  -3.911  10.554  -0.670
H  -4.881  10.927  0.695
H  -2.884  10.183  2.126
H  -2.061  9.749  0.658
H  -2.767  7.688  -0.687
H  -4.466  8.408  -0.871
H  -4.180  6.731  -0.421
H  -5.902  8.317  0.874
H  -5.419  9.344  2.195
H  -5.526  6.284  2.078
H  -6.260  7.306  3.339
H  -3.725  6.159  3.714
H  -3.993  7.925  4.042
H  -2.754  6.627  1.558
H  -2.101  7.889  2.560
C  6.289  1.749  2.097
C  6.621  2.481  0.770
C  7.162  1.542  -0.294
N  7.618  2.224  -1.663
C  8.701  3.231  -1.408
C  6.471  2.888  -2.455
C  6.758  2.798  -3.975
C  7.320  1.326  -3.971
C  8.037  1.019  -2.571
H  7.275  1.482  2.475
H  5.722  0.866  1.802
H  5.518  2.336  2.596
H  7.179  3.383  1.023
H  5.671  2.791  0.333
H  6.454  0.776  -0.613
H  8.030  1.017  0.103
H  9.209  3.543  -2.321
H  9.434  2.634  -0.867
H  8.351  4.011  -0.732
H  6.356  3.933  -2.168
H  5.533  2.385  -2.221
H  7.632  3.348  -4.325
H  5.902  2.781  -4.648
H  7.753  0.778  -4.808
H  6.351  0.845  -3.835
H  9.107  1.076  -2.773
H  7.741  0.018  -2.257
C  -5.294  -3.231  11.158
C  -4.400  -2.840  9.979
C  -2.988  -3.362  9.856
N  -2.101  -3.022  8.562
C  -1.877  -1.471  8.525
C  -2.867  -3.371  7.213
C  -2.614  -4.956  7.165
C  -1.223  -5.283  7.778
C  -0.854  -3.936  8.549
H  -5.188  -4.309  11.281
H  -6.356  -3.034  11.010
H  -5.188  -2.690  12.098
H  -4.377  -1.751  9.962
H  -5.079  -3.232  9.222
H  -2.849  -4.441  9.918
H  -2.440  -2.994  10.724
H  -1.276  -1.262  7.639
H  -1.553  -1.117  9.503
H  -2.889  -1.099  8.364
H  -2.286  -2.943  6.395
H  -3.904  -3.045  7.128
H  -2.574  -5.226  6.110
H  -3.418  -5.385  7.764
H  -0.466  -5.693  7.109
H  -1.474  -6.054  8.507
H  -0.103  -3.405  7.963
H  -0.438  -3.938  9.557
P  -0.958  -0.560  -1.389
F  -2.275  0.191  -1.890
F  -1.285  -0.182  0.142
F  -1.670  -2.062  -1.317
F  0.410  -1.263  -0.796
F  -0.406  -0.927  -2.891
F  -0.122  0.840  -1.487
P  -9.812  3.825  -4.216
F  -9.746  4.616  -2.796
F  -10.891  4.831  -4.783
F  -8.479  4.685  -4.854
F  -9.813  3.063  -5.620
F  -8.925  2.707  -3.489
F  -10.907  2.734  -3.594
P  -7.482  -3.444  -6.800
F  -8.038  -3.931  -5.351
F  -6.116  -4.343  -6.633
F  -8.132  -4.656  -7.593
F  -7.140  -2.738  -8.217
F  -8.859  -2.609  -6.808
F  -6.888  -2.252  -5.985